{"formula": "C43H88BF3I2N3O23P2S7", "method": "ωB97M-V/def2-TZVPD", "elements": ["C", "O", "B", "O", "C", "P", "C", "O", "C", "C", "C", "O", "C", "C", "C", "C", "C", "C", "N", "C", "C", "O", "C", "N", "C", "C", "C", "C", "F", "F", "F", "C", "I", "C", "C", "I", "C", "C", "C", "N", "P", "S", "H", "H", "H", "H", "H", "H", "H", "H", "H", "H", "H", "H", "H", "H", "H", "H", "H", "H", "H", "H", "H", "H", "H", "H", "H", "H", "H", "H", "H", "H", "H", "H", "H", "H", "H", "H", "H", "H", "H", "H", "O", "S", "O", "O", "C", "C", "C", "H", "H", "H", "H", "H", "H", "H", "H", "O", "S", "O", "O", "C", "C", "C", "H", "H", "H", "H", "H", "H", "H", "H", "O", "S", "O", "O", "C", "C", "C", "H", "H", "H", "H", "H", "H", "H", "H", "O", "S", "O", "O", "C", "C", "C", "H", "H", "H", "H", "H", "H", "H", "H", "O", "S", "O", "O", "C", "C", "C", "H", "H", "H", "H", "H", "H", "H", "H", "O", "S", "O", "O", "C", "C", "C", "H", "H", "H", "H", "H", "H", "H", "H"], "xyz": [[-2.516, -4.264, 5.336], [-2.617, -3.789, 3.981], [-1.938, -2.669, 3.637], [-1.322, -1.901, 4.592], [-1.965, -2.219, 2.064], [-0.288, -1.360, 1.968], [0.939, -2.413, 2.883], [0.198, -1.500, 0.406], [-2.279, -3.499, 1.365], [-1.483, -4.748, 1.424], [-0.710, -5.106, 0.115], [-1.157, -5.966, -0.573], [0.573, -4.476, -0.283], [0.610, -3.819, -1.521], [1.805, -3.261, -1.959], [2.957, -3.367, -1.175], [2.926, -4.027, 0.056], [1.725, -4.586, 0.492], [-3.369, -3.421, 0.672], [-3.874, -4.653, 0.016], [-4.482, -5.814, 0.853], [-3.781, -7.025, 0.544], [-4.537, -5.798, 2.362], [-5.327, -4.710, 2.923], [-3.857, -2.010, 0.493], [-2.990, -1.646, -0.782], [-3.213, -0.312, -1.520], [-1.961, 0.461, -1.864], [-0.853, -0.271, -1.771], [-2.015, 0.905, -3.134], [-1.794, 1.552, -1.107], [-5.346, -1.721, 0.184], [-5.981, -2.066, -1.867], [-6.500, -2.318, 1.058], [-7.599, -1.225, 1.169], [-7.553, -3.966, 0.160], [-3.256, -1.309, 1.776], [-2.773, 0.141, 1.584], [-3.803, 1.277, 1.385], [-3.535, 2.395, 2.306], [-4.439, -1.166, 3.240], [-3.940, 0.001, 4.690], [-3.008, -3.596, 6.030], [-2.984, -5.240, 5.359], [-1.478, -4.413, 5.609], [-0.497, -2.254, 4.936], [0.632, -3.421, 3.142], [1.855, -2.439, 2.306], [1.172, -1.852, 3.780], [1.055, -1.938, 0.333], [-2.090, -5.631, 1.577], [-0.756, -4.726, 2.225], [-0.272, -3.760, -2.136], [1.867, -2.748, -2.904], [3.889, -2.939, -1.509], [3.807, -4.123, 0.668], [1.687, -5.121, 1.429], [-4.593, -4.353, -0.740], [-3.054, -5.054, -0.564], [-5.496, -5.976, 0.509], [-3.762, -7.104, -0.414], [-5.009, -6.745, 2.630], [-3.579, -5.822, 2.867], [-5.153, -4.611, 3.909], [-6.311, -4.833, 2.733], [-3.211, -2.445, -1.483], [-1.937, -1.762, -0.543], [-3.668, -0.525, -2.478], [-3.945, 0.316, -1.033], [-5.448, -0.649, 0.255], [-6.216, -2.587, 2.059], [-7.174, -0.242, 1.343], [-8.263, -1.494, 1.983], [-8.207, -1.236, 0.273], [-2.091, 0.183, 0.743], [-2.173, 0.453, 2.429], [-3.683, 1.687, 0.391], [-4.847, 0.966, 1.447], [-4.291, 2.471, 2.973], [-3.533, 3.265, 1.792], [-4.801, -2.469, 3.597], [-5.599, -0.681, 2.628], [0.193, 4.596, -1.320], [1.179, 3.975, -2.151], [2.416, 3.556, -1.563], [1.456, 4.897, -3.402], [1.812, 6.284, -3.159], [3.229, 6.444, -2.650], [0.485, 2.607, -3.002], [1.088, 6.730, -2.476], [1.708, 6.784, -4.119], [3.350, 6.007, -1.659], [3.481, 7.502, -2.589], [3.934, 5.947, -3.317], [-0.450, 2.909, -3.461], [0.321, 1.840, -2.258], [1.194, 2.257, -3.748], [-7.212, -10.854, 1.973], [-6.960, -11.685, 0.836], [-5.956, -12.698, 0.896], [-6.677, -10.742, -0.417], [-5.638, -9.756, -0.273], [-4.242, -10.345, -0.340], [-8.462, -12.390, 0.258], [-5.792, -9.198, 0.652], [-5.783, -9.062, -1.101], [-4.046, -10.998, 0.508], [-3.498, -9.549, -0.330], [-4.118, -10.940, -1.244], [-9.215, -11.611, 0.186], [-8.757, -13.141, 0.987], [-8.281, -12.855, -0.707], [2.335, 7.115, 4.586], [2.423, 7.757, 3.310], [1.400, 8.659, 2.887], [2.643, 6.646, 2.199], [1.688, 5.563, 2.121], [0.376, 5.972, 1.484], [3.987, 8.545, 3.145], [1.542, 5.133, 3.113], [2.171, 4.808, 1.504], [-0.169, 6.687, 2.099], [-0.253, 5.095, 1.339], [0.557, 6.438, 0.518], [4.768, 7.851, 3.440], [3.976, 9.410, 3.804], [4.111, 8.861, 2.113], [2.858, 7.755, -6.494], [3.046, 8.335, -7.790], [1.982, 9.059, -8.408], [3.564, 7.207, -8.780], [2.783, 5.998, -8.897], [1.513, 6.194, -9.701], [4.498, 9.325, -7.798], [2.570, 5.605, -7.902], [3.437, 5.287, -9.397], [0.817, 6.858, -9.191], [1.019, 5.234, -9.852], [1.738, 6.636, -10.671], [5.313, 8.764, -7.350], [4.277, 10.213, -7.210], [4.726, 9.601, -8.823], [4.972, 2.370, 3.652], [5.326, 3.475, 2.814], [6.695, 3.723, 2.474], [4.686, 4.796, 3.410], [4.972, 5.135, 4.787], [6.374, 5.675, 4.982], [4.383, 3.408, 1.335], [4.784, 4.268, 5.421], [4.235, 5.893, 5.048], [7.127, 4.913, 4.782], [6.500, 6.016, 6.009], [6.563, 6.507, 4.303], [3.343, 3.247, 1.602], [4.757, 2.572, 0.748], [4.507, 4.334, 0.780], [8.071, -0.742, -0.920], [8.458, 0.341, -1.774], [9.829, 0.526, -2.126], [7.869, 1.688, -1.189], [8.194, 2.047, 0.181], [9.614, 2.552, 0.324], [7.494, 0.304, -3.247], [8.004, 1.202, 0.844], [7.502, 2.837, 0.452], [10.340, 1.767, 0.121], [9.774, 2.912, 1.340], [9.804, 3.363, -0.378], [6.447, 0.188, -2.982], [7.838, -0.548, -3.829], [7.661, 1.226, -3.796]], "mulliken_charge": [-1.06, 0.00, 0.09, -0.40, 0.50, 0.09, -1.40, -0.46, 0.41, 0.00, -1.26, -0.54, 0.43, -0.34, -0.84, -0.49, -0.97, 0.36, 1.13, -0.88, -0.48, -0.51, -1.84, -0.18, 1.93, -0.75, -1.98, 0.71, -0.17, -0.35, -0.21, -3.23, 0.35, -0.32, -1.48, 0.17, 1.25, -2.19, -1.29, -0.58, 0.06, -0.27, 0.31, 0.26, 0.37, 0.34, 0.36, 0.58, 0.53, 0.18, 0.32, 0.87, 0.46, 0.47, 0.52, 0.47, 0.54, 0.38, 0.80, 0.60, 0.44, 0.78, 0.27, 0.19, 0.27, 1.17, -0.11, 0.58, 0.69, 1.14, 0.39, 0.32, 0.51, 0.44, 0.02, 1.21, 0.54, 0.20, 0.27, 0.28, 0.00, 0.01, -0.68, 1.48, -0.64, -0.32, -0.34, -0.76, -0.74, 0.28, 0.33, 0.07, 0.42, 0.25, 0.38, -0.15, 0.43, -0.65, 1.28, -0.62, -0.33, -0.18, -0.96, -0.94, 0.30, 0.22, 0.29, 0.27, 0.34, 0.32, 0.38, 0.32, -0.67, 1.22, -0.64, -0.10, 0.38, -1.20, -0.66, 0.38, -0.53, 0.48, 0.36, 0.19, 0.00, 0.41, 0.32, -0.52, 1.13, -0.62, -0.28, -0.25, -1.02, -0.97, 0.25, 0.28, 0.31, 0.39, 0.27, 0.31, 0.37, 0.34, -0.72, 1.27, -0.65, 0.03, -0.54, -1.08, -1.14, 0.45, 0.27, 0.33, 0.40, 0.23, 0.41, 0.60, 0.20, -0.64, 1.21, -0.61, -0.20, 0.07, -1.22, -0.94, 0.36, -0.09, 0.37, 0.39, 0.33, 0.29, 0.37, 0.32], "molar_mass_g_mol": 1623.2, "spin_multiplicity": 1, "total_charge": 1, "lumo_ev": -3.25, "e_tot_ha": -7975.6544}